Entry 1:
A structure of composition C27H51Br12NO11 at a distorted geometry, computed with ωB97M-V/def2-TZVPD.

```
! RIJCOSX wB97M-V def2-TZVPD def2/J DEFGRID3
* xyz 0 1
C 2.48 -3.71 0.51
O 2.98 -4.76 1.31
C 2.49 -6.02 0.83
C 2.89 -7.10 1.81
N 1.98 -7.14 2.94
C 2.31 -8.17 3.93
C 3.49 -7.74 4.79
O 3.06 -6.71 5.65
C 3.93 -6.49 6.75
H 2.86 -2.76 0.89
H 1.39 -3.76 0.53
H 2.89 -3.76 -0.51
H 2.87 -6.17 -0.18
H 1.40 -5.94 0.73
H 3.93 -6.93 2.11
H 2.80 -8.04 1.25
H 1.95 -6.25 3.41
H 2.63 -9.03 3.35
H 1.51 -8.36 4.65
H 4.34 -7.40 4.18
H 3.95 -8.55 5.37
H 4.92 -6.25 6.34
H 3.98 -7.43 7.31
H 3.52 -5.71 7.38
Br -4.66 2.82 -5.17
C -5.19 2.94 -3.27
C -4.96 1.63 -2.57
Br -5.20 1.91 -0.66
H -6.23 3.25 -3.33
H -4.52 3.72 -2.94
H -3.97 1.22 -2.76
H -5.61 0.85 -2.98
Br -1.16 -1.48 -3.95
C -2.32 -2.67 -5.00
C -3.16 -1.84 -5.93
Br -4.05 -3.07 -7.18
H -2.90 -3.27 -4.30
H -1.63 -3.31 -5.53
H -2.54 -1.22 -6.56
H -3.87 -1.20 -5.43
Br 7.09 2.50 -3.20
C 5.59 1.89 -2.11
C 4.75 3.08 -1.70
Br 3.38 2.33 -0.48
H 6.03 1.40 -1.25
H 4.98 1.14 -2.60
H 4.32 3.52 -2.60
H 5.28 3.84 -1.15
Br 1.99 1.88 -3.77
C 1.63 3.77 -4.38
C 0.51 4.48 -3.66
Br -1.18 3.49 -3.82
H 1.48 3.71 -5.45
H 2.53 4.28 -4.05
H 0.36 5.42 -4.20
H 0.69 4.70 -2.61
Br -3.48 -1.68 -0.72
C -5.18 -1.82 0.22
C -6.27 -2.35 -0.73
Br -7.98 -2.42 0.17
H -5.43 -0.85 0.62
H -5.04 -2.56 1.00
H -6.03 -3.31 -1.15
H -6.29 -1.62 -1.54
Br -1.71 4.86 2.83
C 0.00 5.34 1.95
C 0.02 6.82 1.64
Br -0.10 7.94 3.26
H 0.29 4.72 1.10
H 0.79 5.15 2.66
H -0.69 7.17 0.89
H 1.00 7.12 1.26
C -0.74 0.15 -1.15
C 0.55 -0.57 -0.78
O 1.16 0.34 0.12
C 0.22 1.17 0.61
O 0.40 1.93 1.50
O -0.96 0.97 -0.01
H -1.53 -0.60 -1.24
H -0.62 0.75 -2.04
H 1.05 -0.85 -1.71
H 0.40 -1.54 -0.30
C 1.26 2.29 3.46
C 1.85 0.90 3.69
O 1.30 0.50 4.94
C 0.59 1.52 5.48
O 0.12 1.46 6.56
O 0.54 2.57 4.67
H 0.57 2.29 2.63
H 2.03 3.06 3.35
H 2.94 0.89 3.69
H 1.53 0.23 2.89
C -3.30 5.66 -0.80
C -2.56 4.33 -0.72
O -1.24 4.76 -1.03
C -1.32 5.84 -1.82
O -0.39 6.34 -2.36
O -2.60 6.28 -1.87
H -3.26 6.29 0.09
H -4.37 5.53 -0.98
H -2.92 3.54 -1.37
H -2.60 3.97 0.31
*
```

Results
Molar mass in g mol⁻¹: 1524.55
E in eV: -893345.0985

Atomic partial charges in e from the Löwdin method, atoms 1 to 2:
1. C -0.125
2. O -0.192


Entry 2:
A structure of composition C5H4O4S2 at a distorted geometry, computed with ωB97M-V/def2-TZVPD.

```
! RIJCOSX wB97M-V def2-TZVPD def2/J DEFGRID3
* xyz -2 1
C -1.03 -0.39 0.59
C -2.28 0.04 0.43
C 0.02 0.09 -0.14
C 1.03 1.96 1.20
C 0.88 1.03 -0.18
O 1.68 1.44 2.04
O 1.87 -1.23 -2.22
O 0.63 3.14 0.98
O 1.39 -2.32 -0.11
S -2.93 0.93 -0.78
S 0.84 -1.61 -1.23
H -0.81 -1.19 1.30
H -2.99 -0.28 1.15
H 1.62 1.33 -0.94
H 0.07 -2.95 -2.08
*
```

Results
Molar mass in g mol⁻¹: 192.22
E in eV: -35106.4889

Atomic partial charges in e from the natural (NBO) method, atoms 1 to 2:
1. C -0.459
2. C -0.267


Entry 3:
The ion C2H7N2 with charge +1 at a distorted geometry, computed with ωB97M-V/def2-TZVPD.

```
! RIJCOSX wB97M-V def2-TZVPD def2/J DEFGRID3
* xyz 1 1
C 0.33 -0.17 1.68
N 0.27 0.31 0.26
C 0.02 -0.34 -0.83
N -0.56 0.20 -1.90
H 0.30 -1.25 1.76
H 1.22 0.29 2.09
H -0.54 0.28 2.17
H 0.20 1.32 0.30
H -0.01 -1.42 -0.76
H -0.38 1.18 -2.11
H -0.85 -0.40 -2.65
*
```

Results
Structure (SMILES): C/[NH+]=C/N
Molar mass in g mol⁻¹: 59.09
E in eV: -5161.0671

Atomic partial charges in e from the natural (NBO) method, atoms 1 to 2:
1. C -0.403
2. N -0.486